Computed, not measured: C22H21F6I3N4OPd as an isolated structure, with the ωB97M-V functional and the def2-TZVPD basis.

Output
net charge	+2
<S²>	6.02
strongest force on any atom	3.48	eV/A
E_tot	-75230.0772	eV
lowest unoccupied orbital energy (spin up / spin down)	-0.2266 / -0.3135	hartree
2S+1	5
gap between HOMO and LUMO (spin up / spin down)	8.0091 / 6.4118	eV

The geometry in XYZ format:
```
58
Properties=species:S:1:pos:R:3:forces:R:3
Pd 1.5446 0.1509 17.3096 -0.33 -0.37 -0.45
I 3.7542 0.8997 20.6938 -0.18 -0.24 0.77
C 4.9307 1.7764 19.2053 -0.29 -0.84 -0.96
I 3.6381 2.7930 17.8840 0.43 0.29 -0.35
H 5.3532 0.9288 18.6207 0.05 0.82 0.68
H 5.6079 2.4740 19.6678 0.35 0.01 0.01
C 4.5859 -2.2423 19.9287 -0.75 0.98 0.46
C 3.5520 -1.8999 18.8382 1.77 1.58 -1.41
O 3.1929 -0.5336 18.8060 -0.79 -0.38 0.28
C 4.2778 -1.9794 17.3860 0.05 0.40 1.09
F 4.5449 -3.1688 16.9385 0.17 -1.10 0.13
F 5.3895 -1.2422 17.3761 0.75 -0.12 0.88
F 3.5566 -1.3642 16.4416 -1.65 0.31 -0.77
C 2.3297 -2.7951 18.9380 -1.06 -0.65 0.66
F 2.6277 -4.0791 19.0027 0.49 -0.18 0.32
F 1.6344 -2.4526 20.0614 0.38 -0.05 -0.28
F 1.4446 -2.6959 17.9327 0.46 0.49 -0.12
H 5.4585 -1.5478 19.9240 -0.68 -0.74 -0.25
H 4.8421 -3.2527 19.7591 0.89 -1.10 -0.10
H 4.1259 -2.2221 20.9407 0.13 0.14 -0.70
C -1.6446 -1.5984 18.1310 0.56 0.50 -0.29
C -1.0282 -1.7955 16.7705 -2.71 -0.59 1.69
C -1.7719 -2.4930 15.7799 1.44 -0.33 -2.12
C -1.0141 -2.3914 14.6225 0.64 -0.01 0.64
C 0.1871 -1.6515 15.0256 -0.72 -0.28 -1.99
C 1.3351 -1.3575 14.1064 -0.12 -1.07 -1.34
N 0.0922 -1.2641 16.3103 1.46 0.93 0.10
H -1.5474 -0.5322 18.2816 -0.29 0.57 0.30
H -1.0389 -2.0287 18.9430 -0.40 -0.32 -0.26
H -2.7318 -1.8506 18.1737 1.15 -0.13 -0.04
H -2.6378 -3.0961 15.9436 -0.45 0.06 0.10
H -1.0776 -2.8020 13.5993 -0.40 0.18 0.92
H 1.4288 -2.0331 13.1396 -0.56 1.18 2.22
H 2.2245 -1.4956 14.6965 0.61 0.02 -0.08
H 1.3185 -0.3231 13.7452 -0.15 -0.22 0.03
N 0.5246 5.8685 19.1875 -0.21 0.34 0.15
C 0.2398 4.8103 19.5267 0.61 -0.38 -0.64
C 0.1368 3.3837 19.7004 -0.21 0.72 0.30
C -0.1766 2.8775 20.9439 -0.82 -2.39 0.37
C -0.3418 1.4530 21.0552 1.68 2.52 -0.32
C 0.0985 0.7188 19.9889 -0.02 -0.30 -0.32
N 0.4663 1.2341 18.8074 0.28 0.99 -0.97
C 0.4557 2.5602 18.6116 -1.13 -0.55 3.25
H -0.2901 3.4871 21.8326 -0.13 0.20 -0.26
H -0.4256 0.9932 22.0108 -0.59 -0.31 0.50
H 0.2439 -0.3374 20.0862 -0.14 -0.49 -0.04
H 0.7381 3.0973 17.7626 0.36 -0.15 -1.70
I -1.6431 2.0125 15.9356 -0.40 -0.17 0.44
C 0.2322 2.1486 15.1174 0.47 -0.05 -0.83
C 0.3419 2.8935 13.9508 -0.16 0.24 0.38
C 1.5394 2.9115 13.2664 -0.64 0.92 -0.03
C 2.6441 2.2336 13.7167 -0.37 -0.45 0.53
C 2.4412 1.4991 14.8848 1.11 0.42 -1.16
N 1.2954 1.4616 15.5662 -0.25 -0.20 0.42
H -0.4503 3.5480 13.5793 0.00 -0.55 0.30
H 1.4799 3.5835 12.4405 0.77 0.08 -0.83
H 3.6007 2.2497 13.2065 -0.13 -0.08 0.13
H 3.2955 0.9028 15.1912 -0.30 -0.06 0.58
```
Positions in Å, forces in eV/Å.

Here are the Löwdin charges for atoms 1 to 5, given in e: 1.060 1.346 -0.999 1.025 -0.009